# 1
23
Properties=species:S:1:pos:R:3 method="wB97M-V/def2-TZVPD" homo_energy_ev=-5.87 charge=-1 relative_energy_kj_mol=310.3
C -1.558 1.089 2.516
O 0.463 -1.936 -2.606
H -1.593 1.779 1.662
H 1.556 1.208 -2.175
O 0.565 1.211 0.414
H 2.333 -0.417 -4.255
H 0.195 -1.230 2.891
H -2.153 -0.978 2.627
H -0.287 -1.998 1.394
S 1.076 -0.098 0.904
O 0.696 0.536 -3.922
C -0.161 -1.018 1.876
H -0.240 1.384 -2.344
N 1.556 -1.030 -0.424
C -1.551 -0.358 1.936
H -2.086 -0.361 0.983
C 0.628 0.742 -2.524
S 0.364 -0.835 -1.597
O -1.015 -0.841 -1.005
O 2.263 0.046 1.799
H -2.452 1.272 3.124
O 2.043 0.500 -4.342
H -0.640 1.331 3.068

---

# 2
24
Properties=species:S:1:pos:R:3 method="wB97M-V/def2-TZVPD" homo_energy_ev=-5.72 charge=-1 smiles="CCN([C@@H](C)OS(=O)(=O)[O-])S(=O)(=O)O" relative_energy_kj_mol=0.0
C -1.145 -0.274 -0.995
H 1.511 0.341 -0.523
C 0.160 0.637 0.973
S -1.546 2.137 -0.249
H -0.762 -2.129 0.200
H 0.150 1.426 1.780
H -0.849 0.078 -1.985
O -1.587 2.317 -1.675
O -3.555 -2.398 0.068
O -2.466 -0.550 -1.148
O -0.855 3.171 0.426
C -0.370 -1.648 -0.700
H -3.365 1.149 0.382
H -0.493 -2.218 -1.610
C 1.587 0.843 0.419
H 1.851 1.899 0.286
S -3.246 -1.034 0.275
H 0.643 -1.499 -0.358
O -2.193 -0.758 1.260
H 0.051 -0.358 1.528
O -2.919 2.058 0.454
N -0.872 0.668 0.048
H 2.535 0.648 1.039
O -4.362 -0.109 0.442

---

# 3
17
Properties=species:S:1:pos:R:3 method="wB97M-V/def2-TZVPD" homo_energy_ev=-9.64 smiles="CC(C)=NP=O.C" relative_energy_kj_mol=138.6
H -1.596 -4.351 2.441
C -2.173 -3.705 3.048
N 0.889 1.070 -0.121
H -1.688 -2.679 3.091
H -1.130 2.163 -1.689
H 2.334 1.878 -2.919
O 0.730 0.392 2.372
H -0.533 0.538 -2.265
H 0.019 1.990 -3.151
C 0.995 1.547 -1.284
P 0.986 -0.131 1.042
H -2.277 -4.098 4.082
H 1.889 3.164 -2.050
C 2.180 2.122 -1.891
C -0.263 1.544 -2.101
H -3.169 -3.399 2.472
H 2.807 1.954 -1.075

---

# 4
17
Properties=species:S:1:pos:R:3 method="wB97M-V/def2-TZVPD" homo_energy_ev=-7.78 smiles="C1CO1.C=CNP" relative_energy_kj_mol=504.5
O -0.441 -0.166 1.092
H -2.362 0.012 -1.663
P 2.030 0.879 -0.523
H 1.992 -0.454 -0.962
C -0.579 -0.730 2.381
H -0.813 -0.310 -2.488
H -0.763 -2.192 0.715
H -1.507 -0.608 3.013
H -1.065 1.699 -0.114
C -0.157 -1.568 1.267
C -0.660 1.042 -0.976
H 0.324 -0.600 2.989
C -1.285 0.145 -1.608
N 0.676 1.341 -1.363
H 0.841 2.272 -1.682
H 2.856 1.307 -1.615
H 0.912 -2.067 1.537

---

# 5
17
Properties=species:S:1:pos:R:3 method="wB97M-V/def2-TZVPD" homo_energy_ev=-8.72 relative_energy_kj_mol=276.9
P 1.090 0.366 -0.039
C 0.314 0.229 -1.768
O 2.431 0.826 -0.012
C -1.193 -0.030 -1.532
H -1.639 0.768 -0.952
C 0.832 -1.824 1.200
H -1.888 -0.106 -2.438
H 0.725 -0.698 -2.237
N 0.227 1.635 0.755
H 0.486 1.232 -2.121
C -0.495 1.441 1.745
H -0.813 0.511 2.257
H -1.481 -0.837 -0.817
H 1.297 -2.541 0.446
H 1.296 -1.646 2.220
H -0.871 2.396 2.169
H -0.318 -1.722 1.123

---

# 6
17
Properties=species:S:1:pos:R:3 method="wB97M-V/def2-TZVPD" homo_energy_ev=-9.16 smiles="CC(C)(C)/N=P/O" relative_energy_kj_mol=124.5
C -0.022 0.249 0.150
C -0.218 -1.171 0.691
C -1.230 1.121 0.469
H 0.732 -1.768 0.901
H 0.211 -0.836 -1.779
H 0.859 0.884 -1.684
C 0.062 0.285 -1.404
P 1.755 1.034 2.016
H -0.823 0.734 -1.790
H -0.784 -1.763 -0.021
H 3.712 0.731 0.921
H -1.336 1.049 1.643
H -1.940 0.848 -0.252
N 1.291 0.658 0.595
O 3.349 1.097 1.817
H -0.722 -1.136 1.719
H -1.131 2.168 0.204

---

Electronic energy, respectively: -1460.90698 -1536.27362 -629.71920 -629.57982 -629.66651 -629.72455 hartree.